# 1
Formula: C15H18N2O6OsP2S3Sb
Source: the OMol25 dataset
Level of theory: wB97M-V/def2-TZVPD

```
48
C15H18N2O6OsP2S3Sb | the OMol25 dataset | wB97M-V/def2-TZVPD
O -4.10 -1.42 0.49
Sb -3.24 3.08 -0.67
H -2.33 -3.25 -3.15
C 1.51 2.80 1.93
H 2.42 3.28 1.59
C 0.88 3.25 3.08
O -4.71 -1.86 -1.96
P -3.61 -1.46 -1.02
O -0.31 -1.55 -0.25
C 3.09 1.30 -0.17
C 5.03 1.46 -1.59
H -3.94 -3.03 -2.51
H -3.70 -4.14 0.23
C -0.22 1.16 1.63
O -0.02 -3.81 -1.43
C -0.29 2.65 3.51
C -2.65 -3.91 0.04
H 0.87 -3.70 -1.10
S -1.87 4.37 0.76
H -2.24 -3.42 0.92
C 3.66 1.53 -1.43
H 5.48 1.64 -2.55
O -2.86 -0.19 -1.34
H 1.31 4.06 3.63
H -1.76 1.16 3.11
Os -0.81 0.37 -1.37
N 0.94 0.90 -1.05
C 3.91 1.00 0.91
O -0.75 -1.74 -2.76
H 3.01 1.76 -2.26
P -0.79 -2.39 -1.41
S -3.77 1.67 1.13
C 5.28 0.93 0.74
C -2.50 -2.98 -1.14
H -4.00 -0.54 0.89
H 3.47 0.82 1.88
H 6.91 1.09 -0.63
C 1.62 1.29 -0.06
H -0.64 0.31 1.09
H 5.91 0.68 1.58
H -2.09 -4.83 -0.13
C 5.84 1.15 -0.50
S -1.34 2.31 -2.26
C -0.84 1.61 2.78
C 0.97 1.75 1.20
H -3.04 -4.59 -2.40
N -2.97 -3.57 -2.41
H -0.78 3.00 4.41
```

* charge: 0
* <S²>: 8.79
* spin multiplicity: 6
* E_HOMO (alpha / beta): -7.74 / -7.48 eV
* DFT total energy: -91204.9560 eV


# 2
Formula: C15H18N4OS
Source: the OMol25 dataset
Level of theory: wB97M-V/def2-TZVPD

```
39
C15H18N4OS | the OMol25 dataset | wB97M-V/def2-TZVPD
H -3.13 0.32 -3.95
C 2.67 -0.73 0.17
C 2.31 -3.20 3.09
C -3.69 0.70 -3.14
H 1.59 -3.75 3.60
H 1.67 -3.07 1.05
H 0.07 -0.95 1.72
N 1.74 0.38 0.25
C 0.51 -1.66 2.42
C -0.09 2.62 0.06
C 1.09 2.76 0.86
N -0.36 1.39 -0.61
H 2.32 -1.43 -0.64
C 0.59 5.03 1.25
O 3.18 1.65 1.41
H 3.57 -0.34 -0.22
H 2.91 -2.57 3.71
N 0.09 -0.64 -1.24
H 2.85 -0.73 2.28
C -0.92 3.75 -0.02
S -2.78 1.93 -2.08
C 1.98 1.60 0.92
H 0.72 6.00 1.70
C -1.44 0.95 -1.39
C 1.41 4.02 1.45
C -0.57 5.02 0.47
H 0.87 -1.08 3.30
H -1.12 5.95 0.46
H -3.91 -0.21 -2.54
H -1.88 3.68 -0.54
H -4.56 1.17 -3.36
H 2.24 4.13 2.16
H 3.86 -1.95 1.50
N -1.14 -0.23 -1.78
C 0.57 0.31 -0.53
C 1.78 -2.39 1.87
H -0.27 -2.37 2.79
H 3.00 -3.93 2.72
C 2.90 -1.49 1.48
```

* charge: 0
* structure (SMILES): CSc1nnc2n(CCC(C)C)c(=O)c3ccccc3n12
* E_HOMO: -8.59 eV
* DFT total energy: -34688.9530 eV


# 3
Formula: C15H18N4S
Source: the OMol25 dataset
Level of theory: wB97M-V/def2-TZVPD

```
38
C15H18N4S | the OMol25 dataset | wB97M-V/def2-TZVPD
H 4.77 2.76 0.64
S -2.44 -1.22 -0.27
N 0.13 -0.38 -0.01
C 3.36 -0.02 -0.21
H -3.35 1.60 -0.35
H 0.49 -2.40 0.36
C 2.80 2.13 0.18
C -1.11 -0.14 -0.53
C -6.17 -0.08 0.80
C 5.78 0.12 0.20
C 4.52 0.72 0.15
N 4.15 2.01 0.38
H -3.28 -0.05 -2.15
C 5.87 -1.21 -0.12
H -4.53 -1.04 -1.33
H -4.93 1.43 -1.11
H 6.83 -1.71 -0.09
C 0.88 0.68 -0.45
C 4.74 -1.94 -0.51
C 2.27 0.91 -0.16
H 2.64 -1.93 -0.88
H 6.65 0.70 0.48
C -4.20 0.93 -0.46
H -0.27 -1.51 1.68
N -1.11 0.96 -1.23
H -6.04 -1.08 0.39
H -4.99 1.60 1.41
C 3.49 -1.36 -0.56
C -3.73 -0.31 -1.19
H 2.30 3.06 0.30
H 1.46 -1.25 1.32
C 0.48 -1.45 0.89
C -4.83 0.65 0.90
H -6.86 0.47 0.17
H -6.61 -0.18 1.79
H -4.14 0.06 1.50
H 4.86 -2.98 -0.77
N 0.13 1.47 -1.17
```

* charge: 0
* structure (SMILES): CCCCSc1nnc(-c2c[nH]c3ccccc23)n1C
* E_HOMO: -7.73 eV
* DFT total energy: -32643.1145 eV